{
  "formula": "C4H6N2O3",
  "method": "ωB97M-V/def2-TZVPD",
  "species": ["C", "N", "C", "O", "C", "O", "C", "N", "H", "H", "H", "H", "O", "H", "H"],
  "positions_angstrom": [[-1.381, 0.923, -0.586], [-0.759, -0.341, -0.205], [-1.543, -1.486, -0.200], [-2.708, -1.478, -0.522], [0.594, -0.463, 0.061], [1.233, -1.465, -0.174], [1.333, 0.767, 0.560], [2.120, 1.514, -0.136], [-1.963, 1.338, 0.246], [-0.614, 1.643, -0.887], [-2.046, 0.737, -1.435], [-0.971, -2.406, 0.005], [0.768, 1.483, 1.504], [2.453, 1.050, -0.977], [1.250, 2.454, 1.117]],
  "mulliken_charge": [-0.88, 0.10, 0.03, -0.51, 0.55, -0.52, 0.39, -0.70, 0.28, 0.36, 0.36, 0.34, -0.52, 0.23, 0.48],
  "mol_weight_g_mol": 130.103,
  "homo_ev": -10.5709,
  "de_lowest_kcal_mol": 51.8,
  "lumo_ev": -0.102,
  "gap_ev": 10.5,
  "smiles": "[H]/N=C(/O)C(=O)N(C)C=O"
}